1.
{"formula": "C5H6CdLiO2", "method": "wB97M-V/def2-TZVPD", "elements": ["C", "C", "H", "H", "O", "C", "Cd", "H", "C", "C", "O", "Li", "H", "H", "H"], "positions_angstrom": [[0.299, -0.322, 0.527], [-0.115, -0.507, 1.843], [-1.084, -0.179, 2.222], [0.632, -0.817, 2.577], [2.634, 0.002, 0.621], [1.568, -0.444, -0.011], [4.427, -0.049, 0.597], [1.679, -0.814, -1.039], [-1.002, -0.562, -0.354], [-1.448, 0.783, -0.811], [-1.532, 1.138, -1.977], [-1.868, 2.649, -2.989], [-0.829, -1.107, -1.300], [-1.688, -1.285, 0.104], [-1.675, 1.516, -0.010]], "largest_force_ev_per_a": 11.39, "total_charge": 2, "s_squared": 0.75, "homo_energy_ev": [-14.54, -18.03], "spin_multiplicity": 2, "total_energy_ev": -14126.8954}



2.
{"formula": "C5H6CdO3", "method": "wB97M-V/def2-TZVPD", "elements": ["O", "C", "O", "O", "C", "C", "C", "C", "Cd", "H", "H", "H", "H", "H", "H"], "positions_angstrom": [[3.125, -0.454, -2.026], [3.029, -0.160, -0.908], [3.370, 0.286, 0.157], [1.083, -0.803, 0.601], [-0.216, -1.268, 0.388], [-1.244, -0.135, 0.401], [-2.654, -0.662, 0.256], [-3.468, -0.392, -0.741], [2.193, 0.088, 1.787], [-0.477, -2.008, 1.167], [-0.255, -1.775, -0.592], [-1.011, 0.577, -0.404], [-1.160, 0.402, 1.360], [-2.996, -1.328, 1.061], [-3.450, 0.218, -1.645]], "e_above_lowest_kj_mol": 166.86, "largest_force_ev_per_a": 4.27, "total_charge": 1, "s_squared": 0.76, "homo_energy_ev": [-11.58, -12.50], "spin_multiplicity": 2, "total_energy_ev": -15976.3713}



3.
{"formula": "C5H6Cl2S", "method": "wB97M-V/def2-TZVPD", "elements": ["C", "C", "C", "C", "S", "C", "Cl", "Cl", "H", "H", "H", "H", "H", "H"], "positions_angstrom": [[-0.154, -1.235, 0.926], [0.387, -0.188, 0.220], [-0.300, 0.831, -0.310], [-1.914, 0.560, -0.541], [0.188, 2.232, -1.091], [1.816, -0.118, -0.010], [2.431, 1.208, 1.109], [2.834, -1.530, 0.193], [-1.117, -1.296, 1.447], [0.583, -2.134, 1.026], [-2.306, 1.446, -1.026], [-2.559, 0.087, 0.433], [-1.933, -0.308, -1.550], [2.044, 0.443, -0.827]], "e_above_lowest_kj_mol": 353.94, "largest_force_ev_per_a": 8.78, "total_charge": 0, "homo_energy_ev": -8.75, "total_energy_ev": -41158.8312}



4.
{"formula": "C5H6Cl3N", "method": "wB97M-V/def2-TZVPD", "elements": ["C", "C", "C", "C", "C", "N", "Cl", "Cl", "Cl", "H", "H", "H", "H", "H", "H"], "positions_angstrom": [[1.220, 1.342, 1.389], [0.172, 0.018, -1.103], [-0.670, -1.132, -0.515], [-0.204, 1.410, -0.570], [-0.153, -1.625, 0.790], [0.277, 1.762, 0.716], [1.688, 1.863, 2.896], [-1.211, -1.719, 2.131], [1.135, -2.753, 0.780], [1.229, -0.164, -0.907], [0.020, 0.041, -2.182], [-1.695, -0.786, -0.376], [-0.689, -1.944, -1.253], [0.176, 2.169, -1.262], [-1.293, 1.520, -0.535]], "e_above_lowest_kj_mol": 0.00, "largest_force_ev_per_a": 2.27, "total_charge": 0, "homo_energy_ev": [-8.00, -8.20], "total_energy_ev": -44336.1362}



5.
{"formula": "C5H6ClFN2", "method": "wB97M-V/def2-TZVPD", "elements": ["N", "C", "F", "N", "C", "C", "C", "C", "Cl", "H", "H", "H", "H", "H", "H"], "positions_angstrom": [[0.272, -0.590, 2.133], [-0.155, -0.269, 0.852], [-1.595, -0.019, 0.973], [-0.036, -1.498, -0.058], [-0.211, -1.218, -1.308], [-0.182, 0.068, -1.867], [0.060, 1.186, -1.116], [0.468, 1.007, 0.330], [0.008, 2.419, 1.337], [0.751, -1.430, 2.021], [-0.424, -0.841, 2.779], [-0.338, -2.035, -2.014], [-0.251, 0.210, -2.943], [0.085, 2.133, -1.486], [1.546, 0.876, 0.369]], "e_above_lowest_kj_mol": 0.00, "largest_force_ev_per_a": 4.12, "total_charge": 0, "homo_energy_ev": -9.76, "total_energy_ev": -23501.1444}



6.
{"formula": "C5H6ClFO", "method": "wB97M-V/def2-TZVPD", "elements": ["C", "C", "F", "C", "C", "Cl", "C", "O", "H", "H", "H", "H", "H", "H"], "positions_angstrom": [[0.950, -0.999, 1.183], [1.250, -0.353, 0.026], [2.509, -0.039, -0.262], [0.319, 0.100, -1.103], [-1.054, 0.208, -0.515], [-1.604, -1.333, -0.091], [-1.219, 1.121, 0.527], [-0.753, 2.216, 0.411], [0.023, -1.410, 1.604], [1.904, -1.082, 1.870], [0.670, 0.983, -1.639], [0.418, -0.579, -1.977], [-1.695, 0.498, -1.440], [-1.718, 0.669, 1.406]], "e_above_lowest_kj_mol": 145.35, "largest_force_ev_per_a": 6.60, "total_charge": 0, "homo_energy_ev": -9.73, "total_energy_ev": -22567.4031}



7.
{"formula": "C5H6ClFO", "method": "wB97M-V/def2-TZVPD", "elements": ["C", "C", "C", "O", "C", "F", "C", "Cl", "H", "H", "H", "H", "H", "H"], "positions_angstrom": [[0.449, -1.692, 0.943], [0.493, -0.333, 0.101], [1.770, -0.084, -0.645], [2.772, -0.748, -0.517], [-0.061, 1.000, 0.583], [0.611, 2.211, 0.455], [-0.736, 0.337, -0.534], [-2.407, -0.360, -0.277], [1.371, -2.202, 0.744], [-0.414, -2.284, 0.607], [0.323, -1.373, 2.011], [1.784, 0.925, -1.209], [-0.611, 0.936, 1.500], [-0.709, 0.828, -1.587]], "e_above_lowest_kj_mol": 97.13, "largest_force_ev_per_a": 2.88, "total_charge": 0, "homo_energy_ev": -10.24, "total_energy_ev": -22567.9028}



8.
{"formula": "C5H6ClFO", "method": "wB97M-V/def2-TZVPD", "elements": ["C", "C", "F", "C", "Cl", "C", "O", "C", "H", "H", "H", "H", "H", "H"], "positions_angstrom": [[-1.326, -1.141, 1.462], [-0.690, -0.024, 1.185], [-0.710, 0.901, 2.165], [-0.067, 0.390, -0.081], [-0.003, 2.109, -0.356], [0.509, -0.356, -0.971], [0.464, -1.674, -0.960], [1.510, -2.227, -1.785], [-1.733, -1.264, 2.442], [-1.474, -1.964, 0.741], [1.020, 0.190, -1.764], [1.342, -3.333, -1.779], [1.451, -1.984, -2.855], [2.513, -2.070, -1.398]], "e_above_lowest_kj_mol": 121.91, "largest_force_ev_per_a": 2.93, "total_charge": 0, "homo_energy_ev": -8.64, "total_energy_ev": -22567.6460}



9.
{"formula": "C5H6ClN", "method": "wB97M-V/def2-TZVPD", "elements": ["Cl", "C", "C", "C", "C", "N", "C", "H", "H", "H", "H", "H", "H"], "positions_angstrom": [[-1.585, 1.617, -1.907], [-0.008, 1.630, -1.046], [0.070, 0.332, -0.273], [-0.677, 0.129, 0.954], [-0.303, -1.114, 1.412], [0.535, -1.706, 0.494], [0.825, -0.808, -0.498], [-0.080, 2.475, -0.368], [0.764, 1.841, -1.809], [-1.337, 0.882, 1.451], [-0.602, -1.593, 2.346], [0.925, -2.639, 0.592], [1.474, -1.045, -1.347]], "e_above_lowest_kj_mol": 2.90, "largest_force_ev_per_a": 1.35, "total_charge": 0, "homo_energy_ev": -8.50, "total_energy_ev": -19294.5890}



10.
{"formula": "C5H6ClNO", "method": "wB97M-V/def2-TZVPD", "elements": ["O", "C", "C", "C", "C", "Cl", "C", "N", "H", "H", "H", "H", "H", "H"], "positions_angstrom": [[1.052, -1.656, 1.726], [0.546, -1.001, 0.848], [0.384, -0.977, -0.699], [0.818, 0.533, -0.842], [0.021, 1.267, 0.336], [-1.370, 2.377, -0.331], [-0.700, 0.068, 0.764], [-1.160, -0.490, -0.549], [0.585, -1.889, -1.373], [0.589, 0.940, -1.703], [1.865, 0.731, -0.478], [0.549, 1.615, 1.157], [-1.412, -0.097, 1.653], [-1.768, -1.419, -0.509]], "e_above_lowest_kj_mol": 353.42, "largest_force_ev_per_a": 6.11, "total_charge": 0, "homo_energy_ev": -9.46, "total_energy_ev": -21338.8194}



11.
{"formula": "C5H6ClNO", "method": "wB97M-V/def2-TZVPD", "elements": ["C", "C", "C", "C", "C", "N", "O", "Cl", "H", "H", "H", "H", "H", "H"], "positions_angstrom": [[-0.153, -0.077, 1.246], [-1.179, 0.017, 0.275], [0.818, -0.744, 0.599], [-0.737, -0.569, -0.904], [-0.123, 1.746, -2.201], [0.444, -1.178, -0.679], [1.033, 1.417, -1.793], [-0.650, 3.362, -1.784], [-0.123, 0.393, 2.245], [-2.102, 0.453, 0.492], [1.800, -1.095, 0.850], [-1.083, -0.305, -1.871], [1.075, -1.493, -1.382], [1.424, 1.960, -1.018]], "e_above_lowest_kj_mol": 76.40, "largest_force_ev_per_a": 4.63, "total_charge": 0, "s_squared": 2.01, "homo_energy_ev": [-6.82, -8.21], "spin_multiplicity": 3, "total_energy_ev": -21336.7198}



12.
{"formula": "C5H6ClO3S", "method": "wB97M-V/def2-TZVPD", "elements": ["C", "C", "C", "C", "C", "O", "O", "O", "S", "Cl", "H", "H", "H", "H", "H", "H"], "positions_angstrom": [[1.817, 1.494, 0.025], [1.107, -0.077, -1.837], [0.922, 0.488, 0.732], [-0.173, -0.426, -1.239], [-0.387, 0.318, 0.095], [2.611, -1.606, -0.472], [1.319, 2.570, -0.223], [2.994, 1.198, -0.259], [2.675, -0.511, -1.506], [1.049, 0.929, -3.301], [1.508, -0.553, 0.817], [0.802, 0.798, 1.815], [-1.034, -0.170, -1.872], [-0.522, -1.520, -1.050], [-1.056, -0.068, 0.799], [-0.813, 1.391, -0.087]], "e_above_lowest_kj_mol": 0.00, "largest_force_ev_per_a": 4.40, "total_charge": -1, "homo_energy_ev": -3.91, "total_energy_ev": -34781.7182}



13.
{"formula": "C5H6DyLiO4", "method": "wB97M-V/def2-TZVPD", "elements": ["O", "C", "O", "O", "C", "Li", "H", "H", "C", "C", "H", "H", "Dy", "O", "C", "H", "H"], "positions_angstrom": [[2.849, 0.987, 1.569], [2.345, 0.619, 0.478], [2.539, 1.221, -0.606], [1.527, -0.448, 0.536], [0.783, -0.809, -0.627], [3.786, 2.308, 0.465], [0.624, -1.892, -0.562], [1.443, -0.720, -1.499], [-0.532, 0.077, -1.003], [-1.233, -0.258, 0.232], [-0.846, -0.272, -1.993], [-0.425, 1.166, -1.104], [-3.064, -2.433, 0.913], [-3.364, -0.460, 1.304], [-2.489, 0.227, 0.572], [-2.941, 0.988, -0.087], [-1.003, -0.301, 1.411]], "e_above_lowest_kj_mol": 0.00, "largest_force_ev_per_a": 5.12, "total_charge": 2, "s_squared": 9.67, "homo_energy_ev": [-15.25, -15.30], "spin_multiplicity": 6, "total_energy_ev": -37741.3561}



14.
{"formula": "C5H6F14N2O4PS2", "method": "wB97M-V/def2-TZVPD", "elements": ["C", "N", "C", "N", "S", "O", "O", "F", "S", "O", "O", "C", "F", "F", "C", "F", "F", "C", "F", "F", "F", "H", "H", "H", "H", "H", "H", "F", "P", "F", "F", "F", "F", "F"], "positions_angstrom": [[-2.705, 0.966, -2.036], [-1.302, 0.529, -1.780], [-1.082, 0.325, -0.357], [0.266, -0.196, -0.019], [0.413, -1.848, -0.304], [0.197, -2.247, -1.653], [1.631, -2.394, 0.185], [-0.737, -2.427, 0.573], [1.543, 0.718, -0.680], [1.112, 2.073, -0.822], [1.953, 0.183, -1.938], [2.938, 0.813, 0.545], [2.382, 1.197, 1.707], [3.539, -0.350, 0.752], [4.043, 1.875, 0.173], [3.693, 3.089, 0.579], [5.129, 1.542, 0.903], [4.525, 1.877, -1.315], [5.683, 2.569, -1.331], [3.714, 2.512, -2.127], [4.819, 0.662, -1.725], [-2.701, 1.617, -2.921], [-3.291, 0.043, -2.216], [-3.158, 1.447, -1.158], [-1.200, -0.329, -2.313], [-1.823, -0.408, 0.027], [-1.273, 1.286, 0.145], [-2.553, -2.106, 3.410], [-4.046, -2.160, 2.729], [-3.300, -1.735, 1.335], [-3.902, -3.635, 3.429], [-4.123, -0.550, 3.038], [-5.439, -2.023, 3.578], [-4.945, -2.917, 1.586]], "e_above_lowest_kj_mol": 100.05, "largest_force_ev_per_a": 3.45, "total_charge": -1, "homo_energy_ev": -7.32, "total_energy_ev": -85460.4064}



15.
{"formula": "C5H6F2", "method": "wB97M-V/def2-TZVPD", "elements": ["C", "C", "C", "C", "C", "F", "F", "H", "H", "H", "H", "H", "H"], "positions_angstrom": [[-0.107, 0.892, 0.141], [-0.028, 2.039, -0.488], [-0.025, -0.380, 0.542], [1.360, -0.752, 0.038], [-1.101, -1.279, 0.132], [2.268, -0.315, 0.896], [1.754, -0.258, -1.194], [0.638, 2.202, -1.374], [-0.742, 2.837, -0.412], [0.101, -0.565, 1.588], [-0.725, -2.251, 0.064], [-1.548, -0.994, -0.822], [-1.845, -1.176, 0.888]], "e_above_lowest_kj_mol": 364.18, "largest_force_ev_per_a": 5.41, "total_charge": 0, "homo_energy_ev": [-8.70, -7.91], "total_energy_ev": -10712.1175}



16.
{"formula": "C5H6F3N2", "method": "wB97M-V/def2-TZVPD", "elements": ["C", "C", "C", "C", "C", "N", "N", "F", "F", "F", "H", "H", "H", "H", "H", "H"], "positions_angstrom": [[-0.467, 0.302, -0.245], [0.023, 1.480, -1.148], [-0.155, -1.202, 0.107], [0.043, -0.057, 1.083], [-0.633, 0.060, 2.563], [2.089, 1.247, -2.219], [1.208, 1.463, -1.533], [-1.200, -2.011, -0.163], [1.445, -0.168, 1.387], [0.126, 0.710, 3.349], [-1.505, 0.580, -0.170], [-0.730, 2.129, -1.464], [0.755, -1.801, -0.063], [-0.655, -0.974, 2.916], [-1.669, 0.485, 2.360], [2.918, 1.835, -2.065]], "e_above_lowest_kj_mol": 338.69, "largest_force_ev_per_a": 8.34, "total_charge": 1, "s_squared": 2.02, "homo_energy_ev": [-13.04, -14.96], "spin_multiplicity": 3, "total_energy_ev": -16398.6321}